{"formula": "C37H85Br2IN7O6S", "method": "the ωB97M-V functional and the def2-TZVPD basis", "lumo_ev": -2.14, "largest_force_ev_per_a": 3.5, "charge": 1, "multiplicity": 1, "e_homo_ev": -10.372, "total_energy_ha": -8138.8943, "species": ["C", "C", "C", "C", "O", "C", "C", "Br", "C", "C", "Br", "C", "C", "C", "N", "C", "N", "C", "C", "S", "C", "C", "C", "C", "O", "N", "C", "C", "C", "I", "H", "H", "H", "H", "H", "H", "H", "H", "H", "H", "H", "H", "H", "H", "H", "H", "H", "H", "H", "H", "H", "H", "H", "H", "H", "H", "H", "H", "H", "H", "H", "H", "H", "H", "H", "H", "H", "H", "H", "H", "H", "C", "C", "C", "O", "C", "N", "H", "H", "H", "H", "H", "H", "H", "H", "H", "H", "H", "C", "C", "C", "O", "C", "N", "H", "H", "H", "H", "H", "H", "H", "H", "H", "H", "H", "C", "C", "C", "O", "C", "N", "H", "H", "H", "H", "H", "H", "H", "H", "H", "H", "H", "C", "C", "C", "O", "C", "N", "H", "H", "H", "H", "H", "H", "H", "H", "H", "H", "H"], "xyz": [[6.6779, -2.0564, 2.7881], [8.0107, -2.0223, 1.8833], [7.6671, -2.7079, 0.4712], [6.5539, -1.8138, -0.3010], [5.3068, -2.4851, -0.1152], [4.3562, -2.4274, -1.1789], [4.6833, -3.6493, -2.1609], [6.3772, -4.6991, -2.0429], [3.8133, -4.1230, -3.1576], [2.3901, -3.5154, -3.4244], [4.3133, -5.6487, -4.3373], [4.1252, -1.0427, -1.9169], [5.1145, -0.7579, -3.1577], [4.3871, 0.3992, -4.0353], [3.8696, 0.1482, -1.0433], [4.9894, 1.1052, -0.8112], [4.7401, 2.3945, -1.5346], [4.6785, 3.5478, -0.5951], [3.1681, -0.2773, 0.2474], [2.2018, 1.1447, 0.9329], [2.3709, -1.6436, 0.1212], [0.9663, -1.2912, -0.6171], [-0.2462, -1.1796, 0.4374], [-1.4251, -0.4115, -0.3419], [-1.1164, 0.9902, -0.5192], [3.0508, -2.7869, -0.5224], [3.2363, -3.8283, 0.5184], [1.8586, -4.6169, 0.8001], [1.8050, -5.0693, 2.3448], [0.9115, -3.5169, 3.6183], [6.9538, -1.9102, 3.8798], [6.1246, -3.0301, 2.6185], [6.0054, -1.2309, 2.4057], [8.3484, -0.9619, 1.6861], [8.8165, -2.6501, 2.3680], [7.3021, -3.7703, 0.6323], [8.5989, -2.7384, -0.1806], [6.5759, -0.8232, 0.2708], [6.9364, -1.7308, -1.3570], [2.4589, -2.4855, -3.9137], [1.8543, -4.1591, -4.1995], [1.7375, -3.5312, -2.5079], [3.1301, -1.1918, -2.4646], [5.2040, -1.6376, -3.8529], [6.1415, -0.4234, -2.8503], [4.9300, 1.3853, -3.9956], [4.4262, 0.0703, -5.1271], [3.2875, 0.5048, -3.7891], [3.1386, 0.7138, -1.5233], [6.0240, 0.7549, -1.0502], [4.9923, 1.3934, 0.2929], [5.5043, 2.5925, -2.1843], [4.1805, 4.4391, -1.1030], [5.7190, 3.8929, -0.2951], [4.0993, 3.3499, 0.3514], [4.0221, -0.4554, 0.9866], [1.7060, 1.9111, -0.1073], [2.0583, -1.9217, 1.1849], [0.6475, -2.1291, -1.3229], [1.0873, -0.3529, -1.2373], [-0.6121, -2.1995, 0.7764], [0.0597, -0.6296, 1.3823], [-1.4451, -0.8609, -1.3865], [-2.4366, -0.5954, 0.1316], [-1.3523, 1.4523, 0.3085], [3.9864, -4.6334, 0.2565], [3.5828, -3.4108, 1.5267], [0.9584, -3.9282, 0.6695], [1.7548, -5.5544, 0.1827], [1.1625, -6.0029, 2.4167], [2.8278, -5.3506, 2.7329], [-5.3371, 5.2124, -0.5510], [-5.4540, 3.8914, 0.2010], [-4.8389, 3.9290, 1.6136], [-3.4150, 3.8635, 1.6372], [-2.7657, 5.1034, 1.4100], [-4.8633, 2.8232, -0.6145], [-4.3295, 5.3918, -0.9316], [-6.0064, 5.2166, -1.4146], [-5.6171, 6.0533, 0.0881], [-6.5220, 3.6799, 0.3168], [-5.1803, 3.0394, 2.1523], [-5.1966, 4.7937, 2.1851], [-3.3245, 5.9438, 1.8301], [-2.6002, 5.2531, 0.3410], [-1.7865, 5.0636, 1.8919], [-5.0288, 1.9314, -0.1517], [-3.8507, 2.9342, -0.5675], [-8.5332, 10.7582, 0.6687], [-7.4331, 10.2823, -0.2739], [-7.7651, 8.9588, -0.9915], [-7.6268, 7.7995, -0.1784], [-8.7402, 7.5306, 0.6577], [-6.1723, 10.1902, 0.4731], [-8.5604, 10.1920, 1.6012], [-8.3732, 11.8048, 0.9386], [-9.5153, 10.6848, 0.1945], [-7.3151, 11.0498, -1.0460], [-7.0465, 8.8296, -1.8072], [-8.7583, 8.9905, -1.4554], [-9.6864, 7.8105, 0.1867], [-8.6258, 8.0421, 1.6156], [-8.7576, 6.4572, 0.8592], [-5.4227, 9.9659, -0.1781], [-6.2317, 9.3628, 1.0658], [6.3917, -8.2181, -0.4815], [7.5072, -8.6886, -1.4082], [7.1978, -10.0211, -2.1193], [7.3397, -11.1712, -1.2966], [6.2208, -11.4473, -0.4708], [8.7599, -8.7606, -0.6463], [6.3594, -8.7769, 0.4553], [6.5373, -7.1668, -0.2177], [5.4155, -8.3057, -0.9664], [7.6254, -7.9252, -2.1853], [7.9267, -10.1484, -2.9258], [6.2092, -10.0037, -2.5945], [5.2764, -11.1822, -0.9545], [6.3183, -10.9269, 0.4844], [6.2137, -12.5183, -0.2617], [9.5194, -8.9815, -1.2869], [8.7033, -9.5841, -0.0479], [-11.2093, 0.8779, 2.6717], [-9.9152, 1.2756, 3.3731], [-9.4342, 2.6974, 3.0209], [-8.8235, 2.8102, 1.7406], [-9.7364, 2.9400, 0.6623], [-8.8861, 0.2696, 3.0811], [-11.0570, 0.6286, 1.6203], [-11.6406, -0.0064, 3.1472], [-11.9498, 1.6797, 2.7300], [-10.1125, 1.2569, 4.4500], [-8.6572, 2.9768, 3.7397], [-10.2391, 3.4339, 3.1325], [-10.6272, 3.5087, 0.9429], [-10.0171, 1.9551, 0.2843], [-9.2283, 3.4690, -0.1467], [-8.0542, 0.4857, 3.6266], [-8.5863, 0.4144, 2.1175]], "forces_ev_per_a": [[0.866, 0.258, -0.624], [-1.026, -1.256, -0.524], [0.272, 1.011, 0.228], [2.427, -1.007, 1.450], [0.004, 1.540, -1.279], [-0.717, -1.426, 1.160], [-1.192, -1.378, -2.698], [-1.216, 1.492, 0.416], [0.719, 1.055, 1.629], [-0.091, -0.815, -1.189], [-0.732, 1.493, 1.032], [0.235, -1.931, -2.939], [-1.211, 1.510, -0.109], [0.720, -0.650, -0.926], [-0.830, -0.356, 0.013], [1.528, 2.961, 1.081], [0.010, -0.716, 1.156], [0.189, 1.562, 0.165], [1.092, -0.957, 1.004], [0.330, 0.178, 0.295], [-2.439, 1.381, -0.531], [-0.250, -0.983, 0.741], [-0.291, 0.776, -0.808], [0.596, -0.994, 0.026], [-0.414, -0.625, 0.748], [1.482, 0.461, 0.754], [-0.746, -1.835, 1.107], [0.094, 0.699, 1.376], [0.087, -1.068, -1.184], [0.580, -0.733, -0.540], [-0.648, -0.110, -1.375], [0.734, 1.035, 0.409], [0.535, -0.791, 0.768], [-0.164, -1.167, 0.480], [-0.755, 0.997, -0.458], [0.332, 1.396, -0.298], [-1.101, -0.064, 0.838], [-0.304, -1.036, -1.115], [-0.994, 0.032, 0.904], [-0.079, -1.247, 0.851], [0.836, 0.805, 1.002], [1.008, 0.272, -0.866], [1.292, -0.004, 1.051], [-0.145, 0.573, 1.316], [-1.044, -0.453, -0.293], [-0.863, -1.024, 0.123], [-0.089, 0.503, 1.405], [1.268, 0.080, -0.156], [0.821, -0.203, -0.077], [-1.394, -0.457, 0.029], [-0.116, -0.862, -1.357], [-0.467, -0.322, 0.163], [0.623, -1.245, 0.555], [-1.158, -0.410, -0.209], [0.533, -0.132, -1.175], [-1.171, 0.367, -0.844], [0.448, -1.153, 0.139], [0.725, 0.420, -1.303], [0.767, 1.070, 0.835], [-0.467, -0.830, 0.693], [0.550, 1.069, -0.610], [-0.406, -0.518, -1.217], [-0.173, 0.634, 1.216], [1.125, 0.412, -0.419], [0.083, -0.294, -0.537], [-0.663, 1.193, -0.145], [-0.368, -0.255, -1.386], [1.168, -1.027, -0.259], [0.132, 1.160, 0.394], [0.620, 1.392, 0.190], [-1.147, 0.590, -0.265], [-0.128, 0.174, -0.062], [0.327, 0.178, -0.072], [-0.229, -0.329, -0.017], [-0.178, 0.224, 0.117], [0.232, -0.262, -0.082], [0.079, -0.168, 0.285], [0.005, -0.090, 0.066], [0.057, -0.031, 0.087], [-0.018, -0.013, -0.076], [0.078, -0.076, 0.152], [0.099, -0.002, -0.041], [0.081, 0.107, -0.092], [-0.051, -0.019, -0.070], [-0.062, 0.231, 0.005], [-0.076, -0.049, 0.064], [-0.113, 0.017, -0.130], [-0.103, 0.036, -0.158], [-0.146, 0.237, 0.019], [-0.099, -0.264, 0.295], [0.289, 0.082, -0.151], [-0.312, 0.183, -0.189], [0.284, -0.193, 0.151], [0.053, -0.204, -0.224], [0.049, -0.040, -0.083], [0.049, -0.108, -0.022], [0.031, -0.019, 0.030], [0.045, -0.113, -0.046], [0.024, -0.066, 0.092], [-0.082, 0.012, 0.132], [0.030, 0.084, 0.010], [-0.227, 0.052, 0.014], [0.050, 0.019, -0.087], [0.000, 0.149, 0.048], [-0.032, 0.160, 0.030], [-0.173, 0.236, 0.055], [-0.060, -0.290, 0.307], [0.275, 0.008, -0.130], [-0.307, 0.251, -0.222], [0.281, -0.196, 0.152], [0.018, -0.130, -0.215], [0.060, -0.057, -0.093], [0.048, -0.110, -0.009], [0.021, -0.011, 0.016], [0.039, -0.103, -0.069], [0.020, -0.051, 0.095], [-0.093, 0.021, 0.122], [0.024, 0.082, 0.000], [-0.217, 0.043, 0.018], [0.048, 0.046, -0.092], [-0.002, 0.132, 0.058], [-0.016, 0.151, 0.019], [-0.246, -0.089, 0.090], [0.010, 0.010, -0.406], [0.225, -0.085, 0.243], [-0.273, 0.191, 0.180], [0.308, -0.113, -0.178], [0.183, 0.252, 0.053], [0.071, 0.057, 0.051], [0.100, 0.059, -0.036], [0.033, -0.023, -0.026], [0.103, 0.080, -0.023], [0.041, -0.032, -0.098], [-0.093, -0.056, -0.115], [-0.017, -0.071, 0.057], [-0.214, 0.069, -0.035], [0.033, 0.017, 0.090], [-0.084, -0.124, 0.059], [-0.116, -0.105, 0.065]]}